Entry 1:
The following is a quantum chemistry calculation of 10 unconnected molecules or ions with the total composition C20H60O20, from the OMol25 dataset.

Results
HOMO level (eV): -9.681
Relative energy (zero: lowest compared OMol25 entry of this formula, charge and spin) (kcal per mole): 35.5
Structure (SMILES): OCCO.OCCO.OCCO.OCCO.OCCO.OCCO.OCCO.OCCO.OCCO.OCCO

Atoms and positions in Å:
O1 3.717 -3.090 -3.795
C1 3.359 -2.107 -4.732
C2 1.827 -1.915 -4.821
O2 1.355 -1.742 -3.491
H1 3.869 -2.730 -2.905
H2 3.729 -1.115 -4.480
H3 3.903 -2.418 -5.632
H4 1.422 -2.727 -5.418
H5 1.673 -0.980 -5.375
H6 1.283 -2.637 -3.131
O3 3.740 -2.525 -0.947
C3 4.780 -1.926 -0.213
C4 4.892 -0.394 -0.485
O4 3.658 0.292 -0.092
H7 2.888 -2.455 -0.516
H8 4.507 -1.987 0.840
H9 5.710 -2.423 -0.340
H10 5.127 -0.212 -1.488
H11 5.648 0.109 0.138
H12 2.995 0.121 -0.755
O5 -1.186 1.287 4.462
C5 -1.940 0.574 5.398
C6 -1.166 -0.597 6.092
O6 -0.433 -0.221 7.247
H13 -1.513 1.102 3.550
H14 -2.271 1.312 6.160
H15 -2.838 0.145 4.948
H16 -0.574 -1.135 5.375
H17 -1.929 -1.312 6.430
H18 0.353 0.273 7.100
O7 -5.270 -0.567 0.800
C7 -3.888 -0.348 1.238
C8 -3.337 1.116 1.301
O8 -2.069 1.087 1.900
H19 -5.415 -0.420 -0.138
H20 -3.795 -0.872 2.221
H21 -3.266 -0.885 0.499
H22 -3.910 1.815 1.903
H23 -3.200 1.411 0.283
H24 -1.520 1.786 1.495
O9 -0.330 -4.117 -1.287
C9 -0.732 -4.819 -0.127
C10 -1.433 -6.071 -0.606
O10 -2.292 -5.613 -1.623
H25 -1.093 -4.330 -1.862
H26 0.238 -5.113 0.354
H27 -1.371 -4.189 0.470
H28 -1.923 -6.525 0.251
H29 -0.733 -6.792 -1.044
H30 -2.867 -6.338 -1.873
O11 -1.893 1.176 -4.001
C11 -0.976 2.163 -3.584
C12 -0.804 3.454 -4.449
O12 -0.251 3.208 -5.709
H31 -1.404 0.569 -4.564
H32 -1.233 2.475 -2.579
H33 -0.020 1.695 -3.449
H34 -0.068 4.082 -3.952
H35 -1.756 3.943 -4.416
H36 -0.600 3.944 -6.255
O13 -3.732 -0.300 -2.582
C13 -2.902 -1.465 -2.720
C14 -2.604 -1.802 -4.188
O14 -1.306 -1.320 -4.644
H37 -3.229 0.416 -3.013
H38 -1.908 -1.262 -2.234
H39 -3.506 -2.354 -2.336
H40 -3.357 -1.314 -4.829
H41 -2.616 -2.881 -4.183
H42 -0.679 -1.551 -3.952
O15 0.191 4.277 4.312
C15 0.979 4.404 5.481
C16 0.947 3.113 6.298
O16 1.483 1.980 5.769
H43 -0.428 3.505 4.340
H44 1.943 4.572 5.082
H45 0.745 5.311 6.064
H46 -0.126 2.796 6.483
H47 1.466 3.275 7.253
H48 0.927 1.647 5.068
O17 1.230 0.153 -1.270
C17 0.230 -0.077 -0.277
C18 0.674 -1.048 0.773
O18 1.076 -2.298 0.138
H49 1.215 -0.688 -1.798
H50 0.009 0.858 0.309
H51 -0.687 -0.393 -0.836
H52 -0.192 -1.169 1.460
H53 1.617 -0.768 1.303
H54 0.350 -2.522 -0.472
O19 0.254 3.298 1.725
C19 1.491 3.356 1.047
C20 1.742 4.747 0.449
O20 0.635 5.318 -0.201
H55 0.424 3.821 2.565
H56 2.342 3.058 1.650
H57 1.362 2.668 0.269
H58 2.565 4.621 -0.231
H59 2.166 5.358 1.267
H60 -0.166 5.166 0.340

Entry 2:
The following is a quantum chemistry calculation of a molecular structure, C20H61B3Mn2O11, from the OMol25 dataset.

Results
Charge: -2
HOMO level (alpha / beta) (eV): -1.006 / -0.998
2S+1: 11

Atoms and positions in Å:
Mn1 -16.590 -52.030 0.722
Mn2 -15.853 -54.693 3.298
C1 -22.366 -56.509 3.053
C2 -20.915 -56.069 3.152
O1 -19.935 -57.022 3.046
H1 -23.114 -55.706 3.097
H2 -22.563 -57.123 3.941
H3 -22.614 -57.064 2.140
H4 -20.900 -55.606 4.166
H5 -20.746 -55.218 2.462
O2 -18.563 -51.244 0.967
C3 -19.195 -52.022 1.947
C4 -18.280 -52.832 2.943
O3 -17.081 -53.388 2.431
H6 -19.757 -52.858 1.496
H7 -19.893 -51.361 2.478
H8 -18.855 -53.648 3.403
H9 -18.065 -52.194 3.821
B1 -15.251 -50.410 1.190
H10 -14.807 -51.434 0.994
H11 -14.356 -49.680 1.174
H12 -15.995 -50.236 0.353
H13 -15.814 -50.311 2.194
B2 -16.477 -53.579 -0.876
H14 -17.369 -53.993 -0.265
H15 -16.255 -54.201 -1.814
H16 -16.770 -52.522 -1.189
H17 -15.505 -53.510 -0.287
B3 -13.766 -54.226 2.492
H18 -14.360 -55.070 1.990
H19 -13.220 -54.724 3.394
H20 -12.929 -53.908 1.772
H21 -14.448 -53.357 2.752
C5 -22.674 -50.390 2.350
O4 -22.507 -48.987 2.563
C6 -23.413 -48.198 1.872
C7 -22.948 -47.598 0.557
O5 -21.820 -46.768 0.700
C8 -20.529 -47.361 0.601
H22 -22.540 -50.711 1.314
H23 -23.703 -50.597 2.657
H24 -21.950 -50.947 2.936
H25 -23.586 -47.347 2.545
H26 -24.345 -48.722 1.603
H27 -23.827 -47.074 0.175
H28 -22.646 -48.386 -0.146
H29 -19.768 -46.781 1.112
H30 -20.283 -47.509 -0.455
H31 -20.630 -48.343 1.071
C9 -14.424 -44.663 4.906
O6 -14.714 -45.906 4.294
C10 -14.895 -46.956 5.224
C11 -15.344 -48.218 4.471
O7 -15.438 -49.229 5.446
C12 -15.718 -50.486 4.868
H32 -14.494 -43.975 4.061
H33 -13.398 -44.565 5.274
H34 -15.181 -44.452 5.664
H35 -15.685 -46.678 5.933
H36 -13.970 -47.155 5.777
H37 -14.593 -48.392 3.698
H38 -16.370 -48.048 4.132
H39 -14.897 -50.842 4.243
H40 -16.539 -50.378 4.145
H41 -16.164 -51.277 5.471
C13 -20.552 -54.093 -1.577
O8 -19.366 -54.135 -2.300
C14 -19.382 -53.412 -3.511
C15 -17.984 -53.284 -4.072
O9 -17.275 -54.483 -3.879
C16 -15.985 -54.363 -4.429
H42 -20.782 -53.076 -1.231
H43 -20.559 -54.685 -0.661
H44 -21.386 -54.492 -2.175
H45 -19.842 -52.436 -3.316
H46 -20.092 -53.927 -4.173
H47 -17.472 -52.436 -3.603
H48 -17.987 -53.001 -5.135
H49 -15.552 -53.415 -4.094
H50 -16.008 -54.403 -5.528
H51 -15.378 -55.189 -4.062
C17 -19.576 -47.178 4.264
O10 -19.786 -48.133 5.305
C18 -19.632 -49.465 4.870
C19 -19.681 -50.475 6.027
O11 -18.514 -50.437 6.859
C20 -18.421 -49.188 7.518
H52 -20.466 -47.134 3.633
H53 -18.643 -47.421 3.756
H54 -19.504 -46.211 4.761
H55 -18.765 -49.633 4.217
H56 -20.438 -49.699 4.159
H57 -19.709 -51.481 5.603
H58 -20.608 -50.430 6.606
H59 -19.292 -48.595 7.799
H60 -17.748 -48.568 6.918
H61 -17.881 -49.308 8.466